(1)
ORCA calculation (the ωB97M-V functional and the def2-TZVPD basis) on a structure of composition C28H36I3N4O3 at a distorted geometry.

Structure (XYZ):
```
74
C28H36I3N4O3 (the ωB97M-V functional and the def2-TZVPD basis)
C 5.0935 -1.0370 2.7526
H -5.0202 4.4736 -2.0198
H 2.5563 -4.1995 -1.2857
C -5.2638 2.5580 -3.0579
C -5.6185 0.3545 -4.1919
C -5.7679 1.1813 -2.9994
C -2.5568 0.9007 -1.3289
H 1.4815 -0.2286 3.8546
C -1.4428 0.2906 0.9647
H 4.6806 3.0706 1.2308
N -4.8348 2.8024 -0.6134
H -2.6037 0.4478 2.6028
H -1.0216 -3.6752 3.4480
H -3.4690 0.3915 1.1855
I 5.7482 -0.5309 -1.9987
N -2.6293 0.7699 1.6267
I 6.2264 -4.1440 -2.4217
H 2.0911 -0.9346 -2.1537
H -0.1569 -3.0554 1.9987
H -3.1617 3.1380 0.7044
C 3.5288 -4.3199 -0.7238
C 5.2756 0.2586 1.8562
H 0.6692 -4.2178 3.2189
H -4.8361 0.2676 -6.2944
H -3.9512 2.6606 -6.3608
H -2.6163 2.8531 -2.3684
C -4.4313 2.2771 -5.4256
C 2.0037 -0.9911 -1.0386
C 4.5665 -3.2921 -1.3420
I 3.8810 -3.2565 4.3351
H -1.3503 2.7768 -1.0110
H 5.1086 -2.5830 1.2145
H 3.3456 -4.1059 0.3573
H -6.2728 0.8087 -2.0751
H 0.7782 -2.6269 4.9723
H 4.5469 -0.7446 3.6845
H -0.4300 -0.6410 4.9034
H 2.5784 -1.6677 4.0042
O -0.7469 -1.3787 4.3570
H -2.5958 0.4842 -2.3677
C 0.7346 -0.5302 -0.3978
H -6.5562 3.6193 -1.6148
C -4.9528 0.9099 -5.3831
C 4.3539 -1.9632 -1.1487
C 1.7774 -1.1851 1.8912
C 0.4292 -2.1511 4.0036
C 4.3277 -2.1775 1.9260
H -3.2184 4.3793 -3.8281
H 4.6897 1.7669 -0.0130
H 3.1106 2.4092 0.6005
C -4.5923 3.1238 -4.2318
O -4.1038 4.4425 -4.2357
H 6.1891 0.8533 2.1537
C 4.1511 2.1159 0.9170
C 0.6528 -0.6286 1.0675
N -0.4743 -0.2059 1.7592
H -3.5148 0.6010 -0.8154
C -2.3908 2.4893 -1.3292
H 3.9039 -5.3607 -0.9130
H 6.1094 -1.4015 3.0748
H 5.3297 -0.0936 0.7848
C 3.0559 -1.6210 1.2009
N -0.2581 -0.0664 -1.2566
C 1.6462 -1.2877 3.4723
H -3.3758 4.3232 -0.6470
C -0.0094 -3.3309 3.0718
O 4.1467 1.1502 1.9587
C 3.1246 -1.5186 -0.3049
H -5.4026 2.9124 0.2304
H -5.9976 -0.6949 -4.1611
C -5.4533 3.4671 -1.7701
C -1.3206 0.3319 -0.5217
C -3.4372 3.2174 -0.3799
H 3.9428 -3.0311 2.6458
```

Summary:
- Kohn-Sham gap (eV) = 4.81
- net charge = -1
- 2S+1 = 1

Here are the Mulliken charges for atoms 1 to 8, given in e: -0.9626 0.3118 0.2395 0.7222 -0.5705 -0.2563 -0.6973 0.3528

(2)
ORCA calculation (the ωB97M-V functional and the def2-TZVPD basis) on a structure of composition C28H36MnNO3P2S2.

Structure (XYZ):
```
73
C28H36MnNO3P2S2 (the ωB97M-V functional and the def2-TZVPD basis)
C 2.8988 2.9453 -1.2769
C -2.7305 1.6306 1.5337
C -4.2407 -1.7229 -0.8981
H 3.9511 3.1993 -1.2338
O 2.4314 -2.6324 -0.2994
C 2.2103 3.0423 -2.4758
H 2.7286 -5.8148 0.5306
H 3.0572 -2.1228 -2.7463
C -1.6730 3.7032 0.9327
H 3.7929 -2.5692 1.9839
Mn -1.1931 -1.1705 -0.0882
H -6.3819 -1.4428 -1.2131
H -2.6588 0.5700 1.7470
S -2.0869 -0.5601 -2.2149
H -4.3832 0.1638 -3.6194
H 3.0947 -6.7209 -0.9508
H -4.4200 -1.5540 -3.9854
C 1.3377 1.0479 3.6116
C 1.2164 3.3551 2.9646
O 1.2497 -3.0587 -2.4309
H 1.2638 -5.4760 -2.1409
C 0.8864 2.1892 -0.1703
H 3.3554 -4.9660 -0.8830
H 2.7243 3.3719 -3.3710
O 0.6573 -4.4302 -0.4711
C -4.0579 3.6068 1.2033
H -5.9454 -2.3335 0.2459
H 2.0906 -2.2111 2.3520
H -0.8365 1.9822 -1.4516
H 2.9040 3.0173 5.8796
C 0.2057 2.2775 -1.3880
P -0.0005 1.4119 1.2428
C -3.9694 2.2565 1.5062
H 2.7784 2.4354 0.8062
N -0.1068 -0.1154 1.2071
C -2.9082 4.3329 0.9175
C 3.0044 -1.8181 1.9043
H 0.8940 4.1239 2.2717
H 3.3025 -0.9299 2.4650
C 2.0252 -2.0633 -3.1043
H 2.0118 -2.3539 -4.1551
H 2.1532 4.7576 4.2910
H 2.3720 0.6409 5.4478
C 0.9198 2.0188 2.7086
H -0.7842 4.2638 0.6656
C 2.7067 -5.7777 -0.5592
C 1.9264 3.7157 4.1009
H 0.4332 -0.6098 -3.2459
C -1.5737 2.3490 1.2459
C 2.3460 2.7373 4.9941
H -2.9787 5.3842 0.6656
H 1.5339 -0.3218 -1.8954
C -4.6240 -0.8156 -3.2023
H -4.8632 1.6776 1.7011
C 2.7464 -1.4515 0.4609
H 0.3215 2.7547 -3.4672
C -5.6849 -2.1742 -0.7998
C 0.8620 2.7030 -2.5301
H -5.6921 -0.8460 -2.9878
C 1.2896 -5.5732 -1.0555
C 2.0491 1.4042 4.7502
C -3.7693 -1.0894 -1.9879
H 1.9134 -0.7449 0.4130
C 2.2370 2.5186 -0.1297
H -5.8450 -3.1223 -1.3238
S -3.2838 -2.1715 0.5280
H 3.6328 -1.0136 -0.0042
C 1.4770 -0.6586 -2.9350
H 1.0843 0.0172 3.3894
H 0.6563 -6.4129 -0.7690
H -5.0244 4.0956 1.1723
P 0.9204 -2.8930 -0.8444
H 2.0627 0.0416 -3.5343
```

Summary:
- Kohn-Sham gap (alpha / beta) (eV) = 5.69 / 5.94
- net charge = -1
- 2S+1 = 6
- energy above the lowest of the compared OMol25 structures with the same formula, charge and spin (kcal per mole) = 6.3

Here are the natural (NBO) charges for atoms 1 to 8, given in e: -0.1759 -0.1095 -0.1718 0.1958 -0.8497 -0.2391 0.2102 0.1701

(3)
ORCA calculation (the ωB97M-V functional and the def2-TZVPD basis) on the molecule C28H36N4O4S at a distorted geometry.

Structure (XYZ):
```
73
C28H36N4O4S (the ωB97M-V functional and the def2-TZVPD basis)
H -6.1949 -0.6875 1.7141
S -4.4522 -1.8710 -1.0972
H 2.6408 -1.7249 0.1267
C -1.4197 4.6546 -1.5292
C -1.0508 0.2996 -0.6079
H -4.9102 2.1155 0.3119
H -4.8804 -3.3222 1.9064
H 5.9465 -0.2448 -2.0688
H 4.8134 -1.1940 -3.0357
H 0.4549 4.0746 -2.4130
H 3.5855 0.1289 3.5813
C -4.2204 -2.5640 1.4676
H 4.3722 1.1604 2.3600
H -3.4333 -3.0912 0.9275
C 5.7347 -1.2374 -2.4599
C 4.9656 -0.7890 0.5059
H -1.5056 -0.0399 3.1575
C -1.2897 1.4321 -1.4119
C 2.8022 -3.2642 -1.3366
N 2.5242 0.4447 1.8281
O -5.5533 -1.4536 -1.9150
C -0.5312 3.6380 -2.2409
H 1.8474 -0.3151 1.8479
H 3.2261 -3.4368 -2.3226
C -2.0902 1.7501 2.1414
O -3.8753 -3.1625 -1.3165
N -0.3505 2.4380 -1.4441
C -4.1648 1.6486 0.9395
H -2.4083 4.2431 -1.3426
C -3.0476 2.3577 1.3466
H -2.9239 3.3876 1.0456
C -3.6377 -1.6850 2.5917
C 0.1369 0.1764 0.2499
C 2.3174 1.4202 0.9314
H -0.9496 3.3686 -3.2127
C -1.9950 -0.7288 -0.5664
H -0.9758 4.9350 -0.5768
O 0.3054 -0.8109 0.9666
C 1.0297 1.3104 0.1720
H -2.7245 -2.1392 2.9765
C -3.1698 -0.6212 -1.2625
N -4.9791 -1.8249 0.4799
C -2.4830 1.4970 -2.1485
C 4.5218 -0.9698 1.9693
H 1.7186 -3.2618 -1.4281
C 5.6203 -2.2572 -1.3194
H 3.0953 -4.0795 -0.6805
H 3.8682 -1.8410 2.0319
C -5.4798 -0.5314 0.8975
H -1.7722 -1.5942 0.0370
N 4.6416 -1.9638 -0.2902
H 5.3870 -1.1639 2.6032
C 0.7392 2.3467 -0.6602
H -4.3472 0.5348 -2.5979
H 6.5900 -2.3446 -0.8201
H 6.0458 -0.6386 0.4745
H -1.5220 5.5471 -2.1402
H 6.5421 -1.5257 -3.1283
H -6.0088 -0.1055 0.0445
H 1.4444 3.1675 -0.7002
H -4.3610 -1.6462 3.4128
C -3.4146 0.4893 -2.0583
H 4.4974 0.1165 0.0908
C 3.2612 -1.9363 -0.7462
H 5.3809 -3.2376 -1.7363
H -2.6977 2.3426 -2.7803
C -3.3773 -0.2766 2.1506
O 3.0826 2.3535 0.7357
H -1.2135 2.3008 2.4493
C -4.3359 0.3344 1.3429
H 3.0822 -1.1231 -1.4740
C -2.2543 0.4358 2.5424
C 3.7796 0.2549 2.5109
```

Summary:
- SMILES string = CCN(CC)CCCNC(=O)c1cn(CC)c2ccc(S(=O)(=O)N3CCc4ccccc4C3)cc2c1=O
- Kohn-Sham gap (eV) = 7.81
- 2S+1 = 1
- energy above the lowest of the compared OMol25 structures with the same formula, charge and spin (kcal per mole) = 3.1

Here are the natural (NBO) charges for atoms 1 to 8, given in e: 0.2152 2.3310 0.2054 -0.6190 -0.0997 0.2112 0.2041 0.2051

(4)
ORCA calculation (the ωB97M-V functional and the def2-TZVPD basis) on a structure of composition C28H36N6O4P2RuS.

Structure (XYZ):
```
78
C28H36N6O4P2RuS (the ωB97M-V functional and the def2-TZVPD basis)
H -1.9615 1.6367 0.7815
H 5.1703 -1.7149 -4.1261
H 3.1506 -2.4198 0.5441
H -2.3945 -0.7595 -0.1315
C 3.7847 -1.5928 0.8648
N -0.6398 0.9707 -2.0899
H 2.0635 -0.6018 4.0198
S 0.8509 2.4723 2.8492
N -0.1565 1.6077 1.7233
H -1.7857 -2.1028 3.0640
H -0.4956 -3.8549 1.2537
H 5.9589 3.1533 -4.5579
C 4.4872 0.2623 -3.6315
H -2.2373 6.3944 6.9239
O 0.3065 4.8147 0.0366
N 1.9284 -0.4323 -1.2307
H 4.5553 -1.9770 1.5346
O 1.3444 3.0030 -0.9656
H -2.3292 3.6658 6.2864
C 4.6917 1.6291 -3.7389
C 2.9927 0.2269 -1.6614
C -2.5993 6.3272 5.8967
C 2.3616 -1.2846 3.2328
C 2.5065 -1.2290 -3.2294
C 7.7634 1.6703 -5.8278
H 0.3624 -3.1502 -0.1296
H 0.7733 -2.0115 -2.1202
C -0.1670 3.5872 3.7017
C 0.8433 3.9249 -0.4571
C -2.6674 0.1569 -2.1462
C -1.7301 4.0133 5.4543
H -1.1243 -0.5005 3.4466
C -1.4070 -1.1735 2.6359
H 4.5285 1.3080 1.3542
O 1.2951 1.4638 3.7584
C 5.7793 2.0921 -4.4588
C -2.0174 -0.1770 -0.9557
C -0.9629 5.8110 4.0522
C -1.3031 2.1090 1.4968
H 0.2219 1.4524 -2.2896
H 4.0008 2.3277 -3.2846
H 3.5206 1.0010 -1.1277
C -0.4032 -2.9679 0.6246
H -1.3543 -2.8010 0.1209
H 3.6405 1.6636 2.8387
P 2.7922 -0.3279 1.7386
H -1.7901 1.3631 -3.8192
C 1.6140 -1.3461 -2.2116
H 4.8320 0.3427 2.8074
H 2.5944 -1.7457 -4.1689
C 6.6379 1.1853 -5.0754
C 6.4133 -0.1850 -4.9687
N -0.7809 0.3216 -0.9204
H 0.6457 -2.5162 3.7561
H -3.6328 5.9825 5.9401
P 0.0673 -1.5363 1.6372
N 3.3712 -0.2211 -2.8705
C -1.7532 5.3710 5.1121
C -0.1673 4.9294 3.3400
H -0.9619 6.8603 3.7878
H -3.6626 -0.1108 -2.4532
C -0.9410 3.1179 4.7645
H -0.9000 2.0767 5.0556
H -1.6526 2.9894 2.0313
H 3.2482 -1.8242 3.5695
N 8.6634 2.0577 -6.4255
H 0.4582 5.2773 2.5303
C 5.3354 -0.6513 -4.2366
H 7.0887 -0.8790 -5.4487
C 1.2317 -2.2502 2.8744
H 1.6194 -3.1836 2.4618
Ru 0.8859 0.1948 0.4943
H 4.2753 -1.1844 -0.0158
O 1.7793 3.1417 1.9876
C 4.0630 0.8646 2.2357
H -2.2015 -0.7061 2.0558
C -1.7440 0.8966 -2.8495
H -2.5840 7.3251 5.4647
```

Summary:
- Kohn-Sham gap (eV) = 8.34
- net charge = +2
- 2S+1 = 1
- energy above the lowest of the compared OMol25 structures with the same formula, charge and spin (kcal per mole) = 10.2

Here are the Mulliken charges for atoms 1 to 8, given in e: 0.2935 0.5188 0.3733 0.4807 -1.2902 -0.1963 0.3564 1.7950

no.,energy (Ha)
1,-2426.1918
2,-3999.2913
3,-2006.7758
4,-2893.4567